[1]
15
Properties=species:S:1:pos:R:3:forces:R:3 method="wB97M-V/def2-TZVPD" total_charge=-1 s_squared=0.75 homo_lumo_gap_ev="3.78 / 6.98" e_above_lowest_kcal_mol=24.1 multiplicity=2 fmax_ev_per_a=0.86
C 0.903 -2.316 -0.501 -0.6 -0.3 0.6
C -0.157 -1.025 1.168 0.2 -0.1 -0.2
N -0.263 -1.600 -0.051 0.1 0.4 -0.2
H 0.575 -3.236 -1.006 0.3 -0.1 -0.1
H 1.511 -1.740 -1.212 0.1 0.1 -0.2
H 1.583 -2.579 0.336 0.0 -0.1 -0.1
H -0.577 -0.035 1.321 -0.4 0.1 0.3
H 0.660 -1.286 1.854 0.1 0.1 -0.1
O 1.046 1.883 -0.972 -0.1 0.3 -0.2
C -0.081 1.498 -0.745 0.4 -0.2 0.2
C -1.053 2.321 0.068 0.4 0.1 -0.1
H -0.406 0.496 -1.072 -0.1 0.0 0.0
H -0.490 2.731 0.903 -0.1 -0.1 0.3
H -1.380 3.201 -0.493 -0.3 -0.2 -0.2
H -1.871 1.688 0.402 -0.2 0.2 0.0

[2]
18
Properties=species:S:1:pos:R:3:forces:R:3 method="wB97M-V/def2-TZVPD" smiles=C[C@H](O)[C@@](C)([O-])NO total_charge=-1 homo_lumo_gap_ev=7.62 e_above_lowest_kcal_mol=105.4 multiplicity=1 fmax_ev_per_a=3.43
C 0.254 2.015 0.692 0.6 -0.5 1.9
C -0.142 0.524 1.070 -0.1 1.2 -3.1
O 0.939 -0.088 1.601 2.4 -2.2 1.0
C -0.489 -0.298 -0.357 2.0 -0.3 1.5
C -1.008 -1.719 -0.033 -0.1 -0.2 2.0
O -1.142 0.325 -1.240 -1.1 1.0 -1.2
N 1.051 -0.623 -0.908 -1.9 -1.5 1.8
O 1.233 0.130 -2.021 0.8 1.1 -2.3
H 1.383 2.085 0.656 -1.3 -0.3 -0.6
H -0.003 2.821 1.455 -0.3 -1.1 -0.9
H -0.281 2.071 -0.225 -0.1 1.2 -1.1
H -1.056 0.531 1.668 0.2 -0.4 0.4
H 1.507 -0.454 0.802 -1.6 1.1 1.1
H -0.963 -2.469 -0.830 -0.4 0.6 -0.4
H -2.028 -1.517 0.332 0.0 -0.6 -0.4
H -0.479 -2.241 0.815 -0.2 0.8 -0.5
H 0.856 -1.633 -1.128 0.7 1.2 -0.8
H 0.368 0.541 -2.350 0.2 -1.1 1.4

[3]
57
Properties=species:S:1:pos:R:3:forces:R:3 method="wB97M-V/def2-TZVPD" smiles="CCB(O)C1=CC(=O)c2ccccc2C1=O.O=S1(=O)CCCC1.O=S1(=O)CCCC1" homo_lumo_gap_ev=7.24 multiplicity=1 fmax_ev_per_a=8.20
C -0.464 -0.390 -4.383 -0.2 -0.7 -0.3
C 0.049 -1.904 -4.804 0.5 0.3 -1.1
B 1.536 -2.272 -4.163 0.5 -0.8 -1.8
O 2.523 -2.858 -5.136 -1.0 3.0 1.9
C 1.998 -2.007 -2.606 -0.9 1.1 3.6
C 1.070 -1.530 -1.503 2.9 -1.1 -2.4
C 1.666 -1.247 0.034 -1.4 -0.8 3.5
O 0.993 -1.506 1.160 3.8 1.8 -6.9
C 3.228 -0.649 0.058 2.9 1.2 -0.4
C 3.790 0.436 1.151 2.6 -1.7 -3.6
C 5.372 0.942 0.968 -1.2 -2.3 -2.4
C 6.373 0.406 -0.236 -4.2 -1.6 -0.1
C 5.799 -0.689 -1.343 -3.2 1.4 3.7
C 4.247 -1.180 -1.148 0.9 1.5 1.1
C 3.604 -2.265 -2.245 2.5 -2.8 -0.4
O 4.341 -3.266 -2.733 -4.5 6.3 2.8
H -0.643 0.245 -5.377 0.4 -1.3 2.4
H 0.342 0.146 -3.685 -2.0 -1.0 -1.5
H -1.494 -0.524 -3.844 2.5 0.5 -1.2
H 0.176 -1.877 -5.989 -0.1 -0.4 2.6
H -0.727 -2.753 -4.585 1.3 1.7 -0.2
H 3.253 -2.177 -5.264 -1.0 -1.6 0.4
H -0.077 -1.346 -1.770 2.8 -0.5 0.9
H 3.112 0.872 2.001 1.5 -1.0 -1.8
H 5.770 1.735 1.743 -0.8 -1.8 -1.8
H 7.481 0.770 -0.374 -2.5 -0.7 0.5
H 6.408 -1.110 -2.252 -1.3 1.0 2.1
O 1.099 1.912 3.835 -0.3 0.3 0.1
S -0.284 2.127 4.202 -0.1 0.4 -0.2
O -0.882 3.447 4.234 0.5 -0.4 -0.1
C -1.306 1.059 3.207 -0.2 -0.4 -0.4
C -1.383 -0.235 4.003 0.1 -0.3 0.0
C -1.590 0.185 5.458 -0.3 -0.2 0.2
C -0.594 1.304 5.757 0.0 -0.2 0.7
H -0.860 0.929 2.219 0.1 0.2 0.1
H -2.291 1.526 3.118 0.2 0.1 0.0
H -2.194 -0.878 3.647 0.1 0.1 0.0
H -0.443 -0.791 3.909 -0.1 0.1 -0.1
H -2.613 0.557 5.588 0.1 0.0 0.0
H -1.457 -0.656 6.145 0.0 0.2 -0.1
H -1.000 2.023 6.474 0.2 0.0 -0.2
H 0.356 0.907 6.126 -0.1 0.1 -0.2
O -2.507 0.818 -2.966 -0.3 0.6 0.8
S -2.375 1.042 -1.542 0.2 0.5 0.2
O -1.122 1.444 -0.933 -0.2 -0.3 -0.5
C -3.651 2.174 -1.028 -0.4 0.4 0.1
C -4.834 1.279 -0.692 -0.3 0.0 -0.1
C -4.252 0.095 0.080 -0.2 -0.1 0.3
C -3.017 -0.385 -0.680 -0.1 -0.6 0.3
H -3.864 2.886 -1.827 0.2 -0.1 0.0
H -3.292 2.702 -0.139 0.0 -0.1 -0.1
H -5.590 1.812 -0.108 0.1 -0.1 -0.1
H -5.309 0.921 -1.614 0.1 0.1 0.1
H -3.962 0.423 1.086 0.0 0.0 -0.1
H -4.983 -0.712 0.195 0.1 0.1 0.0
H -2.253 -0.773 -0.002 0.0 0.1 -0.2
H -3.274 -1.143 -1.425 0.1 0.2 0.0

[4]
52
Properties=species:S:1:pos:R:3:forces:R:3 method="wB97M-V/def2-TZVPD" total_charge=+1 homo_lumo_gap_ev="6.56 / 6.86" multiplicity=1 fmax_ev_per_a=0.42
Ni -1.716 1.457 2.578 0.3 0.0 -0.3
S -0.810 3.185 1.412 -0.1 0.0 0.0
P -0.690 1.726 0.001 0.0 -0.1 0.0
C -1.142 0.455 1.077 0.1 -0.1 0.1
P -0.244 -0.771 1.927 -0.1 0.1 -0.2
S -0.909 -0.291 3.776 -0.1 -0.1 0.1
C 1.549 -0.685 1.821 0.0 0.1 0.1
C 2.203 0.319 2.538 0.0 0.0 0.0
C 3.579 0.434 2.463 0.0 0.0 0.0
C 4.307 -0.443 1.666 0.0 0.0 0.0
C 3.659 -1.438 0.952 0.0 0.0 0.0
C 2.279 -1.568 1.031 0.0 0.0 0.0
C -0.773 -2.380 1.345 0.0 0.0 0.0
C -0.837 -2.611 -0.030 0.0 0.0 0.0
C -1.225 -3.854 -0.499 0.0 0.0 0.0
C -1.552 -4.862 0.402 0.0 0.0 0.0
C -1.494 -4.628 1.768 0.0 0.0 0.0
C -1.107 -3.384 2.245 0.0 0.0 0.0
C -1.942 1.899 -1.269 0.0 0.0 0.0
C -1.928 3.037 -2.073 0.0 0.0 0.0
C -2.872 3.178 -3.074 0.0 0.0 0.0
C -3.823 2.183 -3.276 0.0 0.0 0.0
C -3.835 1.050 -2.478 0.0 0.0 0.0
C -2.894 0.903 -1.467 0.0 0.0 0.0
C 0.886 1.613 -0.839 0.0 0.0 0.0
C 2.036 2.181 -0.300 0.0 0.0 0.0
C 3.254 1.992 -0.934 0.0 0.0 0.0
C 3.323 1.231 -2.092 0.0 0.0 0.0
C 2.176 0.663 -2.631 0.0 0.0 0.0
C 0.953 0.858 -2.011 0.0 0.0 0.0
H 1.635 0.993 3.169 0.0 0.0 0.0
H 4.087 1.202 3.031 0.0 0.0 0.0
H 5.384 -0.354 1.613 0.0 0.0 0.0
H 4.227 -2.128 0.341 0.0 0.0 0.0
H 1.784 -2.362 0.488 0.0 0.0 0.0
H -0.583 -1.823 -0.732 0.0 0.0 0.0
H -1.277 -4.040 -1.563 0.0 0.0 0.0
H -1.858 -5.832 0.034 0.0 0.0 0.0
H -1.755 -5.413 2.464 0.0 0.0 0.0
H -1.075 -3.194 3.310 0.0 0.0 0.0
H -1.187 3.812 -1.914 0.0 0.0 0.0
H -2.870 4.062 -3.696 0.0 0.0 0.0
H -4.559 2.296 -4.061 0.0 0.0 0.0
H -4.578 0.280 -2.637 0.0 0.0 0.0
H -2.907 0.030 -0.826 0.0 0.0 0.0
H 1.977 2.768 0.609 0.0 0.0 0.0
H 4.148 2.441 -0.523 0.0 0.0 0.0
H 4.276 1.088 -2.585 0.0 0.0 0.0
H 2.233 0.080 -3.541 0.0 0.0 0.0
H 0.054 0.439 -2.448 0.0 0.0 0.0
O -4.309 2.150 2.534 -0.2 0.0 -0.2
N -3.258 2.054 2.904 0.1 0.1 0.4

[5]
12
Properties=species:S:1:pos:R:3:forces:R:3 method="wB97M-V/def2-TZVPD" smiles="O/N=c1/nccco1" homo_lumo_gap_ev=7.70 e_above_lowest_kcal_mol=166.2 multiplicity=1 fmax_ev_per_a=9.07
O -2.541 0.402 0.223 -4.2 -2.3 -3.3
N -1.770 -0.718 0.272 6.7 -3.1 -1.4
C -0.416 -0.570 -0.190 -5.6 1.6 2.7
N 0.686 -1.373 -0.139 1.3 0.7 -0.2
C 1.922 -0.839 0.021 -4.0 2.3 0.2
C 2.097 0.596 0.293 -1.9 -1.2 -0.6
C 0.846 1.280 -0.073 7.2 4.2 3.5
O -0.286 0.857 -0.444 0.5 -1.5 -0.7
H -3.409 -0.183 -0.334 3.4 3.4 2.7
H 2.755 -1.449 -0.093 1.2 -1.5 0.0
H 3.151 0.938 0.786 -3.2 -0.1 -1.6
H 1.016 2.458 0.161 -1.3 -2.6 -1.2

[6]
72
Properties=species:S:1:pos:R:3:forces:R:3 method="wB97M-V/def2-TZVPD" homo_lumo_gap_ev="5.43 / 6.29" multiplicity=1 fmax_ev_per_a=4.47
C -2.745 -0.298 -0.523 0.0 -0.4 -0.3
C -3.420 -0.204 -1.773 0.6 0.3 -0.3
C -2.806 -1.131 -2.676 0.2 0.3 0.0
H -4.285 0.426 -1.991 0.3 -0.2 0.0
C -1.782 -1.820 -1.961 -0.1 0.4 0.2
C -1.775 -1.331 -0.625 -0.3 0.1 -0.5
H -1.165 -1.714 0.195 -0.3 0.4 -0.6
H -2.960 0.279 0.381 0.0 -0.3 -0.4
H -3.101 -1.324 -3.709 0.0 0.0 0.3
H -1.139 -2.609 -2.351 -0.3 0.3 0.2
Sr -0.670 0.964 -2.590 -0.9 -1.2 3.9
Si -0.375 0.784 -5.439 1.6 0.1 -4.2
C -0.407 2.142 -6.747 -0.7 0.3 0.2
C 0.669 2.136 -7.638 0.3 0.4 -0.3
H 1.390 1.311 -7.634 -0.2 0.4 0.1
C 0.847 3.171 -8.561 -0.3 -0.3 0.2
H 1.711 3.144 -9.222 -0.2 0.1 0.1
C -0.089 4.206 -8.632 0.1 -0.3 0.4
H 0.057 5.018 -9.340 -0.1 -0.1 0.1
C -1.191 4.191 -7.773 -0.2 -0.1 -0.1
H -1.918 5.004 -7.817 0.1 -0.2 -0.1
C -1.384 3.141 -6.862 0.6 0.2 -0.2
H -2.283 3.105 -6.236 0.4 0.2 -0.2
C -0.356 -0.583 -6.784 -0.5 -0.3 0.9
C -1.590 -0.775 -7.432 0.5 -0.1 -0.6
H -2.494 -0.306 -7.031 0.2 -0.1 -0.2
C -1.646 -1.484 -8.638 -0.1 -0.1 0.2
H -2.580 -1.521 -9.204 0.2 -0.1 0.3
C -0.520 -2.158 -9.121 0.1 0.2 0.4
H -0.574 -2.780 -10.015 0.0 0.3 0.2
C 0.685 -2.048 -8.422 0.1 0.0 0.0
H 1.572 -2.594 -8.745 -0.2 0.2 0.0
C 0.767 -1.227 -7.302 -0.1 -0.2 -0.4
H 1.824 -1.094 -6.830 -2.1 -0.1 -1.5
H -1.660 0.772 -4.673 0.2 -0.1 -0.1
Si 2.897 -1.019 -5.526 -0.3 2.0 2.8
C 2.135 -2.288 -4.413 -0.4 -0.6 0.2
C 0.859 -2.851 -4.592 0.2 -0.1 -0.2
H 0.191 -2.462 -5.361 0.2 -0.3 0.3
C 0.431 -3.938 -3.835 0.1 -0.1 0.2
H -0.539 -4.390 -4.052 0.2 0.2 0.2
C 1.243 -4.450 -2.823 0.1 0.2 -0.3
H 0.902 -5.296 -2.228 0.1 0.2 -0.1
C 2.493 -3.869 -2.589 0.0 0.1 -0.1
H 3.136 -4.257 -1.799 -0.2 0.1 -0.1
C 2.933 -2.797 -3.365 -0.2 -0.1 -0.4
H 3.903 -2.336 -3.173 -0.2 -0.2 0.0
C 2.648 0.754 -5.223 -0.1 -1.7 -0.1
C 1.358 1.187 -4.590 -1.7 -1.3 1.2
H 1.347 0.518 -3.676 0.3 0.6 -0.5
C 1.250 2.623 -4.217 0.8 1.5 -0.2
H 0.266 3.024 -3.888 0.6 0.1 -0.3
C 2.284 3.495 -4.479 -2.0 -0.1 0.5
H 2.160 4.577 -4.340 -0.1 -0.5 0.2
C 3.495 3.038 -5.016 1.4 -1.1 -0.9
H 4.291 3.754 -5.231 -0.2 -0.3 0.2
C 3.674 1.688 -5.347 0.2 1.5 -0.1
H 4.658 1.350 -5.683 -0.3 0.1 -0.1
H 4.135 -1.352 -6.046 1.9 -0.5 -0.7
Cl 1.701 -0.157 -1.769 0.6 0.0 -0.2
C 0.391 3.743 1.539 0.1 -0.2 0.1
O 0.736 2.401 1.934 -0.3 0.7 -0.3
C 0.395 1.416 1.080 0.0 -1.2 -0.4
O -0.260 1.578 0.039 0.8 0.2 0.8
N 0.918 0.247 1.553 -0.3 2.0 0.1
N 0.711 -0.966 0.902 0.2 -0.8 -0.4
H 0.815 4.363 2.328 -0.1 0.0 -0.1
H -0.694 3.878 1.489 0.2 -0.1 0.0
H 0.834 4.009 0.570 -0.1 -0.2 0.2
H 1.283 0.266 2.499 -0.1 0.0 -0.5
H 1.068 -0.827 -0.080 -0.4 -0.4 1.1
H 1.296 -1.664 1.356 0.0 0.3 -0.1